1.
16
Properties=species:S:1:pos:R:3 method="wB97M-V/def2-TZVPD" homo_ev=-7.485 e_above_lowest_kcal_mol=95.9 smiles="CC1=C2C[C@@H]2NC1"
C 1.49 1.15 1.33
C 0.57 0.34 0.49
C 0.55 -0.98 0.24
C 0.09 -1.86 -0.89
C -0.96 -1.22 -0.10
N -1.60 0.02 -0.46
C -0.63 1.06 -0.13
H 1.62 2.17 0.93
H 2.45 0.67 1.51
H 0.99 1.26 2.31
H 0.24 -2.93 -0.87
H 0.26 -1.39 -1.86
H -1.41 -1.78 0.71
H -2.42 0.13 0.12
H -0.23 1.52 -1.06
H -1.07 1.88 0.45

2.
16
Properties=species:S:1:pos:R:3 method="wB97M-V/def2-TZVPD" homo_ev=-9.149 e_above_lowest_kcal_mol=92.0 smiles=C#CC[C@]1(C)CN1
C -2.14 -2.35 0.33
C -1.68 -1.24 0.22
C -1.17 0.14 0.12
C 0.36 0.31 -0.13
C 0.76 1.37 -1.17
C 1.16 -0.66 0.66
N 1.20 0.72 1.04
H -2.54 -3.34 0.43
H -1.74 0.65 -0.66
H -1.39 0.64 1.07
H -0.14 1.70 -1.68
H 1.51 1.07 -1.90
H 1.13 2.29 -0.68
H 0.57 -1.20 1.40
H 2.05 -1.18 0.32
H 2.06 1.10 0.63

3.
16
Properties=species:S:1:pos:R:3 method="wB97M-V/def2-TZVPD" homo_ev=-7.550 e_above_lowest_kcal_mol=147.6
C -1.18 1.34 -0.16
C 0.08 0.53 -0.02
C 0.16 -0.81 0.07
C -1.04 -1.73 0.33
C 1.25 -1.69 0.20
C 2.47 0.80 -0.34
N 1.29 1.29 -0.08
H -2.05 0.71 0.01
H -1.27 1.78 -1.16
H -1.22 2.17 0.56
H -0.88 -2.79 0.09
H -1.87 -1.39 -0.29
H -1.31 -1.69 1.39
H 1.23 -2.41 -0.64
H 3.20 1.62 -0.18
H 1.14 2.27 0.20

4.
16
Properties=species:S:1:pos:R:3 method="wB97M-V/def2-TZVPD" homo_ev=-8.507 e_above_lowest_kcal_mol=53.3 smiles="CC1=CC[C@H]2N[C@@H]12"
C 1.74 -1.03 0.78
C 0.61 -0.32 0.24
C 0.71 0.87 -0.43
C -0.64 1.48 -0.53
C -1.63 0.41 -0.05
N -1.64 -0.80 -0.83
C -0.81 -0.75 0.37
H 1.60 -1.22 1.85
H 2.66 -0.46 0.65
H 1.83 -1.98 0.28
H 1.59 1.40 -0.75
H -0.62 1.54 -1.66
H -0.65 2.34 0.20
H -2.59 0.68 0.41
H -1.07 -0.69 -1.67
H -1.10 -1.47 1.13

5.
16
Properties=species:S:1:pos:R:3 method="wB97M-V/def2-TZVPD" homo_ev=-8.897 e_above_lowest_kcal_mol=90.2
C 1.47 -0.75 0.68
C 1.35 0.31 -0.40
C -0.87 -0.07 -1.23
C -1.86 -0.77 -0.41
C -0.06 0.97 -0.52
C -0.56 1.45 0.79
N -1.03 1.79 1.79
H 0.78 -1.58 0.53
H 2.48 -1.16 0.68
H 1.27 -0.34 1.68
H 2.09 1.10 -0.24
H 1.57 -0.13 -1.38
H -2.73 -0.15 -0.71
H -2.09 -1.78 -0.75
H -1.80 -0.71 0.69
H 0.05 1.84 -1.17

6.
16
Properties=species:S:1:pos:R:3 method="wB97M-V/def2-TZVPD" homo_ev=-9.426 e_above_lowest_kcal_mol=103.4 smiles="C1=CCC1.C1=NC1"
C -0.75 -0.33 1.07
C -0.86 0.88 0.50
C -1.33 0.34 -0.82
C -1.19 -1.08 -0.18
H -0.53 -0.66 2.08
H -0.78 1.91 0.85
H -0.78 0.55 -1.75
H -2.38 0.62 -0.93
H -0.49 -1.77 -0.66
H -2.16 -1.57 -0.05
C 1.67 -0.57 0.25
N 1.62 -0.41 -0.99
C 2.01 0.78 -0.14
H 1.61 -1.35 0.99
H 3.05 1.07 -0.18
H 1.28 1.58 -0.05

7.
16
Properties=species:S:1:pos:R:3 method="wB97M-V/def2-TZVPD" homo_ev=-8.181 e_above_lowest_kcal_mol=61.3
C 1.77 -0.71 0.81
C 0.55 -0.33 0.01
C 0.55 0.88 -0.90
C -0.33 0.87 0.32
C -1.74 0.36 0.17
N -1.50 -0.84 -0.66
C -0.28 -1.36 -0.70
H 1.49 -1.24 1.73
H 2.36 0.17 1.09
H 2.41 -1.38 0.22
H 1.42 1.52 -0.88
H 0.11 0.75 -1.89
H -0.10 1.57 1.13
H -2.47 1.04 -0.29
H -2.23 -1.16 -1.28
H -2.12 0.04 1.15

8.
16
Properties=species:S:1:pos:R:3 method="wB97M-V/def2-TZVPD" homo_ev=-8.591 e_above_lowest_kcal_mol=92.7 smiles="CC1=CC1.CC#N"
C 1.12 1.71 0.36
C 0.91 0.28 0.80
C 0.36 -0.61 1.61
C 1.31 -1.13 0.61
H 0.53 2.36 1.00
H 0.92 1.72 -0.70
H 2.15 1.82 0.41
H -0.36 -0.72 2.40
H 2.28 -1.53 1.02
H 0.94 -1.66 -0.26
C -2.05 -0.54 -1.47
C -0.72 -0.08 -1.75
N 0.37 0.26 -1.86
H -2.73 0.19 -1.80
H -1.98 -0.77 -0.47
H -2.39 -1.28 -2.13

9.
16
Properties=species:S:1:pos:R:3 method="wB97M-V/def2-TZVPD" homo_ev=-9.385 e_above_lowest_kcal_mol=67.5 smiles=CC#CC[C@H]1CN1
C -2.37 -2.32 -0.09
C -1.34 -1.33 -0.44
C -0.48 -0.55 -0.75
C 0.54 0.46 -1.08
C 0.74 1.36 0.13
C 1.72 1.00 1.12
N 2.00 2.09 0.20
H -1.99 -3.05 0.63
H -2.69 -2.87 -0.97
H -3.26 -1.86 0.36
H 0.21 1.03 -1.94
H 1.46 -0.05 -1.40
H -0.19 1.76 0.52
H 2.24 0.06 0.95
H 1.48 1.23 2.15
H 1.94 3.03 0.61

10.
16
Properties=species:S:1:pos:R:3 method="wB97M-V/def2-TZVPD" homo_ev=-7.980 e_above_lowest_kcal_mol=107.7
C -1.74 1.00 -0.55
C -0.29 1.09 0.57
C 0.58 -0.11 1.07
C 1.59 -0.15 -0.14
C 0.30 -0.49 -0.90
C -0.11 -1.30 0.36
N -0.37 0.80 -0.79
H -2.22 1.63 -1.34
H -2.43 0.39 0.01
H -0.19 2.08 0.99
H 0.95 -0.17 2.10
H 2.11 0.77 -0.42
H 2.29 -0.99 -0.10
H 0.25 -0.88 -1.92
H -1.17 -1.46 0.56
H 0.44 -2.24 0.44

11.
16
Properties=species:S:1:pos:R:3 method="wB97M-V/def2-TZVPD" homo_ev=-7.438 e_above_lowest_kcal_mol=101.0
C -3.37 0.71 0.66
C 1.46 0.42 0.32
C 1.18 -1.02 0.76
C -0.87 0.47 1.11
C 0.09 -0.10 0.10
C -0.45 -0.28 -1.33
N -2.13 0.63 0.83
H -3.89 1.62 0.27
H 1.45 1.13 1.07
H 2.19 0.73 -0.45
H 1.33 -1.82 0.02
H 1.11 -1.19 1.79
H -0.44 0.75 2.05
H -1.38 -0.74 -1.58
H 0.36 -0.74 -1.87
H -0.48 0.86 -1.61

12.
16
Properties=species:S:1:pos:R:3 method="wB97M-V/def2-TZVPD" homo_ev="-8.541 / -8.542" e_above_lowest_kcal_mol=128.4
C -1.17 1.28 -0.92
C -0.03 0.76 -0.09
C 1.24 1.10 -0.28
C 0.45 -1.91 -0.74
C -0.15 -1.75 0.56
N 0.43 -1.05 1.74
C -0.45 -0.29 0.91
H -1.81 0.46 -1.25
H -0.80 1.80 -1.81
H -1.79 1.97 -0.35
H 1.53 1.76 -1.09
H 2.05 0.70 0.34
H 1.46 -1.45 -0.73
H -0.94 -2.45 0.81
H 1.40 -0.81 1.56
H -1.43 -0.13 1.34